# 1
Density functional theory data (the ωB97M-V functional and the def2-TZVPD basis) for a cluster of 3 separate species, C8H11NOS in total.

Geometry as XYZ:
```
22
Properties=species:S:1:pos:R:3:forces:R:3
H -2.14601 1.45252 1.05186 -1.8 0.4 0.1
C -1.12474 1.35771 0.87581 1.4 1.6 1.1
C -0.75163 0.53992 -0.15178 -0.6 0.5 -0.9
H -0.53086 2.70401 2.52360 -0.2 0.2 0.3
H 2.56833 0.49826 0.50823 -0.5 0.7 -0.2
H 2.01516 -0.91781 -1.10871 0.5 -0.1 -0.5
C -1.75185 0.07622 -1.19025 -0.9 -3.1 2.9
O -1.11821 -1.95634 0.63818 0.1 -0.1 1.8
S -0.96196 -0.98261 3.14788 0.1 0.4 1.4
C 0.59613 0.22627 -0.33525 1.2 1.0 1.0
C -0.22746 2.05857 1.72862 -0.2 -1.8 -1.5
H -2.82025 0.41910 -1.05004 1.5 0.0 -0.5
C 1.53658 0.89277 0.49145 -1.0 -1.9 -0.2
H -1.23071 0.27169 -2.06136 -0.1 0.7 -2.5
H 1.98148 2.10024 2.09431 -1.7 -0.1 -0.3
H -1.76996 -1.09107 -1.09723 -0.2 2.1 -0.6
C -1.04712 -1.49242 1.70712 -0.1 -1.6 -2.3
N 1.03629 -0.75828 -1.19715 -0.8 0.1 -0.1
H 2.10656 -3.34536 -2.65273 -0.1 0.3 -0.5
H 0.63419 -0.77905 -2.12366 0.3 -0.2 0.1
C 1.08581 1.72344 1.50002 2.9 1.1 1.1
H 1.92022 -2.99778 -3.29891 0.2 -0.3 0.4
```
Positions in Å, forces in eV/Å.

Results
Kohn-Sham gap ... 0.3214 Ha
Electronic energy ... -839.57218 hartree
Multiplicity ... 1
Relative energy (zero: lowest compared OMol25 entry of this formula, charge and spin) ... 26.77 kcal/mol

=====

# 2
Density functional theory data (the ωB97M-V functional and the def2-TZVPD basis) for a cluster of 2 separate species, C8H11NOS in total.

Geometry as XYZ:
```
22
Properties=species:S:1:pos:R:3:forces:R:3
H -0.48903 -3.03279 -0.43290 -2.2 0.9 -0.5
H 0.04062 -1.17064 1.89483 -0.9 -0.8 -0.5
H -1.88902 -2.18001 -1.50173 0.7 -1.0 0.9
H 3.19002 -0.83463 0.98091 -0.1 -0.7 -0.2
C 0.02865 1.67919 0.20635 -2.1 -1.5 -0.7
H -1.71605 -0.36937 -1.89869 -2.1 -0.8 -3.7
C -1.42329 -2.32774 -0.48916 1.1 -1.0 -0.3
H 0.68115 0.97227 2.02984 0.5 -0.1 0.9
C 0.50717 3.11533 0.24824 -0.8 -1.9 -0.3
C -0.34779 -0.58379 1.05946 0.8 -0.4 0.9
H -1.11909 1.95466 -1.64415 0.5 0.8 -0.3
H 0.91093 3.13259 -0.76636 0.6 1.2 0.4
H -2.19520 -2.70801 0.16188 -0.2 -0.3 0.3
C -0.76768 1.27684 -0.88838 -0.9 -0.5 -0.7
H 1.18164 3.24739 1.09458 0.1 0.4 -0.4
N 2.74001 -0.81931 0.06901 -0.6 0.8 -0.7
C 0.14254 0.67374 1.16300 0.8 3.0 0.0
S 1.69578 -1.71404 -0.53105 1.8 -1.8 1.5
C -1.28917 -0.01527 -1.08132 3.8 2.5 5.3
H -0.41281 3.70559 0.31143 0.5 0.4 0.1
O 1.51827 -3.04779 0.10599 0.0 1.7 -0.9
C -0.98764 -0.95424 -0.09180 -1.4 -1.0 -1.2
```
Positions in Å, forces in eV/Å.

Results
Kohn-Sham gap ... 0.3125 Ha
Electronic energy ... -839.53554 hartree
Multiplicity ... 1
Relative energy (zero: lowest compared OMol25 entry of this formula, charge and spin) ... 49.76 kcal/mol

=====

# 3
Density functional theory data (the ωB97M-V functional and the def2-TZVPD basis) for a structure of composition C8H11O2S.

Geometry as XYZ:
```
22
Properties=species:S:1:pos:R:3:forces:R:3
H -1.68824 -1.50182 2.14830 0.0 0.9 -1.2
H 3.48026 -1.25910 -1.06537 1.5 0.2 -0.4
C -0.45826 0.11723 0.97787 0.2 1.0 0.0
C -1.74600 -0.51653 1.59820 0.8 -1.3 -0.7
H 2.28625 0.98736 1.34408 -0.9 -0.1 1.5
S -2.62853 -0.26589 -0.04006 -4.9 4.3 0.9
C 2.43891 -1.31954 -1.08700 -0.8 1.5 0.9
C 2.28112 0.76558 0.31470 -0.5 -2.1 -0.6
O -2.77261 -1.37855 -0.95331 0.1 -0.1 0.4
C -1.09766 1.51622 -1.36673 0.8 -1.1 0.3
H 3.29391 0.78093 0.12897 2.3 0.5 -1.3
H 1.68493 1.42546 -0.22971 -0.3 2.1 -0.7
H -0.22946 -1.47188 -0.38374 0.4 -0.3 0.2
H -2.16602 0.20821 2.22649 -1.0 1.0 0.9
C 0.37158 -0.78480 0.22607 1.0 -2.3 -1.3
H -1.57202 1.26442 -2.33891 -0.3 0.2 1.1
C -1.25389 0.82872 -0.20809 -0.4 0.3 -1.4
H 0.21620 0.68726 1.66129 -1.3 0.2 -0.3
H 1.95269 -2.20807 -1.25383 -0.6 -2.3 -1.0
C 1.71447 -0.54757 -0.23947 -1.5 1.0 2.4
H -0.12369 1.92735 -1.51527 0.5 0.9 0.0
O -3.98394 0.74500 0.05551 5.0 -4.2 0.1
```
Positions in Å, forces in eV/Å.

Results
Kohn-Sham gap (spin up / spin down) ... 0.2042 / 0.2044 Ha
Electronic energy ... -859.90759 hartree
Multiplicity ... 1
Charge ... -1
Relative energy (zero: lowest compared OMol25 entry of this formula, charge and spin) ... 136.29 kcal/mol

=====

# 4
Density functional theory data (the ωB97M-V functional and the def2-TZVPD basis) for a cluster of 2 separate species, C8H11O5 in total.

Geometry as XYZ:
```
24
Properties=species:S:1:pos:R:3:forces:R:3
C -1.29564 -1.75794 0.02563 0.0 0.3 -0.2
C -0.92144 1.93921 0.41260 -0.3 -0.1 -0.7
C 0.80639 -0.27880 0.39797 -1.2 0.5 0.7
H -2.38875 -1.67416 -0.05012 0.3 0.0 0.0
H -1.08600 1.71133 -2.25051 0.1 -0.6 0.3
O -1.32664 -0.02818 1.57922 0.1 0.9 0.4
O 2.72822 -1.02291 -2.42723 -2.7 0.2 0.7
H -2.37826 0.66003 -0.53101 -0.1 0.1 0.1
C 1.35272 0.99814 0.42804 0.4 0.0 0.1
H -0.90814 -2.14841 -0.92535 0.0 0.1 0.3
O 1.54045 -0.92365 -2.09916 2.8 -0.3 -1.2
O -0.85633 0.83763 -1.88189 0.4 0.5 0.0
C 0.56671 2.13047 0.45102 -0.3 0.1 0.1
H -1.49132 2.85331 0.18936 0.3 -0.1 0.0
C -1.29164 0.78278 -0.54850 -0.5 -0.1 0.4
H 2.62804 -1.35241 0.60164 -0.2 -0.1 0.0
H 1.41699 -1.74464 1.82436 -0.1 0.1 -0.3
H 2.43993 1.09011 0.48613 -0.2 0.0 0.0
H 0.95500 3.13729 0.58172 0.1 -0.3 -0.1
O -1.48417 1.46744 1.63436 0.4 -1.0 -0.1
H -1.06244 -2.45012 0.84626 0.0 0.2 -0.3
C -0.72071 -0.36456 0.32146 -0.1 0.0 -0.6
H 1.22598 -2.36698 0.17652 0.1 0.2 0.1
C 1.55106 -1.49498 0.75747 0.7 -0.5 0.0
```
Positions in Å, forces in eV/Å.

Results
Kohn-Sham gap (spin up / spin down) ... 0.2977 / 0.3112 Ha
Electronic energy ... -687.34275 hartree
Multiplicity ... 4
Relative energy (zero: lowest compared OMol25 entry of this formula, charge and spin) ... 13.04 kcal/mol

=====

# 5
Density functional theory data (the ωB97M-V functional and the def2-TZVPD basis) for a structure of composition C8H11O6.

Geometry as XYZ:
```
25
Properties=species:S:1:pos:R:3:forces:R:3
C -0.99997 0.69692 -0.45837 -1.5 0.8 -0.6
H 0.44015 2.01115 -1.36540 -0.4 0.0 1.0
H 1.21220 -0.97421 1.17656 0.2 1.2 -0.5
C -3.62590 -0.76384 0.38893 0.0 -2.8 -1.4
H -4.10192 -0.91397 -0.59616 0.6 -0.1 -0.2
H -3.79900 0.21239 0.60791 0.0 3.0 0.9
O 3.82091 -0.61570 0.54021 0.7 -0.2 0.2
H 2.02643 0.18114 2.12671 0.2 0.2 0.5
H 0.94211 2.19703 1.09019 -0.3 -2.1 -1.7
O -1.85391 1.54336 -0.19851 1.1 -1.0 0.1
O 0.79188 0.23316 -1.92138 -0.1 0.4 0.0
C 3.27837 0.70599 -0.60101 1.0 3.5 -0.6
O -2.25745 -1.17454 0.46023 -0.9 -0.3 0.4
O 2.47335 1.61990 0.04698 3.0 -1.0 -0.8
C 1.25446 1.20341 0.47680 -2.9 2.0 0.6
H 1.00686 -0.60845 -1.55260 1.3 -1.8 0.0
H -1.84508 -0.93375 -1.60782 0.9 0.0 1.5
C -1.36898 -0.79071 -0.55689 -0.3 0.1 -0.9
H 0.26886 0.03085 2.13842 -0.1 1.0 -0.3
C 1.15580 0.10797 1.49519 0.4 -2.8 0.7
C 0.40934 1.03066 -0.85145 -1.1 2.5 0.3
H -4.25758 -1.38395 1.02968 0.6 -0.2 0.4
C 3.05049 -0.64321 -0.48198 -0.1 -1.2 1.9
H -0.43184 -1.40645 -0.44824 -1.1 0.4 -0.2
O 2.41043 -1.56515 -0.93798 -1.1 -1.6 -1.1
```
Positions in Å, forces in eV/Å.

Results
Kohn-Sham gap ... 0.2542 Ha
Electronic energy ... -762.76631 hartree
Multiplicity ... 1
Charge ... -1
Relative energy (zero: lowest compared OMol25 entry of this formula, charge and spin) ... 51.47 kcal/mol

=====

# 6
Density functional theory data (the ωB97M-V functional and the def2-TZVPD basis) for the molecule C8H12.

Geometry as XYZ:
```
20
Properties=species:S:1:pos:R:3:forces:R:3
H 2.67154 -1.62044 -2.04214 -0.2 0.4 1.9
H -0.71295 -1.88088 0.16452 -0.2 0.5 -1.2
H -0.95793 1.65907 -0.86540 -1.3 0.7 -2.0
H -0.78873 1.70243 1.85655 -0.6 0.7 0.5
H -2.31452 -0.10888 1.85580 1.6 -1.3 -1.9
H -1.35219 -0.75793 -1.23580 -1.4 -0.9 -1.4
H 2.24574 -1.61564 -0.06444 0.5 0.5 -1.2
H 0.40315 0.08102 -2.30219 3.2 -1.4 1.8
H -2.62838 0.69606 0.32254 1.7 -2.0 0.6
C -0.16219 1.38980 -0.25677 1.3 5.0 -1.4
H 1.52490 0.40887 1.33374 0.7 1.6 0.3
C -0.95198 -0.88968 -0.28150 -0.9 1.2 3.7
C 1.09665 -0.32041 -1.33021 2.3 -2.8 -2.1
H 0.77947 2.17097 -0.47950 -2.5 -2.0 1.3
H 0.60321 -0.84525 1.65187 -1.0 -2.2 1.3
C 2.18839 -1.19830 -1.10090 -3.2 1.7 -2.8
C 0.54199 0.05026 1.14401 1.6 1.7 2.0
C -0.70936 1.02400 1.03772 2.9 0.5 5.1
C -1.73741 0.01664 0.83957 -5.2 2.2 -1.1
C 0.26061 0.03829 -0.24745 0.8 -4.1 -3.3
```
Positions in Å, forces in eV/Å.

Results
Kohn-Sham gap ... 0.3655 Ha
Electronic energy ... -311.80630 hartree
Multiplicity ... 1
Relative energy (zero: lowest compared OMol25 entry of this formula, charge and spin) ... 113.02 kcal/mol

=====

# 7
Density functional theory data (the ωB97M-V functional and the def2-TZVPD basis) for the molecule C8H12.

Geometry as XYZ:
```
20
Properties=species:S:1:pos:R:3:forces:R:3
C 1.76557 2.32829 1.47452 0.5 -0.3 0.7
H 1.51774 1.69827 2.33690 -0.4 0.1 -0.2
C -0.80316 -1.12352 -0.43241 -0.4 -0.4 0.6
C -0.05290 -0.27304 0.27328 -0.7 0.6 -0.2
H 1.11909 3.19940 1.47359 -0.1 0.1 -0.1
H 2.33601 0.63940 0.30672 0.1 0.0 0.0
H -1.96792 -4.38424 -0.28801 0.2 0.1 0.1
H -1.47774 1.61640 -1.23692 0.0 -0.5 0.2
H 2.78617 2.64453 1.70209 0.0 0.2 -0.2
H -0.81209 -2.59199 1.12362 -0.3 -0.4 0.0
H -1.21096 -0.87283 -1.40924 0.3 0.1 0.0
H 0.25175 -0.54945 1.27807 0.2 -0.1 0.0
C 0.32449 1.08072 -0.18763 0.3 -0.5 -0.4
C -1.17526 -2.44616 0.10829 0.9 0.7 -0.4
C -1.71526 -3.39158 -0.64841 -0.7 -0.3 0.1
C 1.71607 1.53044 0.18455 0.2 -0.2 0.0
H -0.14090 2.79430 -1.35741 0.3 -0.3 0.2
C -0.44605 1.81800 -0.97601 -0.5 1.0 -0.2
H -2.04607 -3.16967 -1.65987 0.2 0.0 0.0
H 2.17001 2.07664 -0.64215 -0.1 0.2 0.0
```
Positions in Å, forces in eV/Å.

Results
Kohn-Sham gap ... 0.3380 Ha
Electronic energy ... -311.96040 hartree
Multiplicity ... 1
Relative energy (zero: lowest compared OMol25 entry of this formula, charge and spin) ... 16.32 kcal/mol

=====

# 8
Density functional theory data (the ωB97M-V functional and the def2-TZVPD basis) for the molecule C8H12.

Geometry as XYZ:
```
20
Properties=species:S:1:pos:R:3:forces:R:3
C 1.69264 0.23632 -0.87849 0.2 0.7 -0.4
H 0.81397 -0.92579 2.65741 2.0 0.0 1.5
C 0.51942 -0.59697 -0.41002 -1.1 2.2 1.4
H 1.48078 1.10729 -1.56284 -0.2 -0.8 0.6
H 1.30057 -2.19686 -1.38799 -1.2 -0.6 -0.1
C -1.48430 2.67652 -0.08692 0.1 3.2 0.5
H 2.31055 0.65504 -0.06185 -0.4 -0.3 -0.2
H -0.41391 -1.76419 -1.95150 0.6 -0.3 0.1
H 2.29967 -0.43888 -1.46256 0.6 0.0 -0.2
C -0.03423 -0.34956 0.91624 -2.2 0.8 -0.9
C -1.41368 1.46542 -0.57272 -0.1 -0.2 2.0
C 0.26243 -1.90212 -1.08366 -0.1 -0.2 -0.1
H -0.40379 -2.02761 2.17900 -0.3 -1.4 -0.2
H -0.93954 2.86835 0.83737 -0.3 0.2 -0.1
H -1.93659 1.27695 -1.43145 -1.0 -1.1 -2.2
C -0.82567 0.46603 0.22518 3.2 -3.1 -0.8
C -0.12332 -1.01697 2.23801 -1.3 1.8 -0.9
H -1.98572 3.56157 -0.56515 0.6 -1.2 0.3
H -0.23409 -2.63147 -0.38445 0.7 0.5 -0.7
H -0.88518 -0.46306 2.78639 0.2 -0.2 0.4
```
Positions in Å, forces in eV/Å.

Results
Kohn-Sham gap ... 0.3026 Ha
Electronic energy ... -311.86217 hartree
Multiplicity ... 1
Relative energy (zero: lowest compared OMol25 entry of this formula, charge and spin) ... 77.96 kcal/mol

=====

# 9
Density functional theory data (the ωB97M-V functional and the def2-TZVPD basis) for the molecule C8H12.

Geometry as XYZ:
```
20
Properties=species:S:1:pos:R:3:forces:R:3
H 1.18550 -1.77982 0.64333 -0.2 -0.2 0.3
H -1.57964 0.66752 -0.53256 -0.4 -0.3 -0.2
H -1.42131 -2.10973 0.87486 -0.2 0.3 0.3
H 0.19619 -1.16813 2.06878 0.2 -0.5 0.1
C -1.68999 -1.47175 0.03312 -0.7 -0.4 1.3
H 1.52826 1.96464 -2.14280 -0.2 0.6 0.1
C 0.87650 -0.92851 1.25679 0.5 1.1 -0.6
H -0.09352 1.04793 -1.96968 0.2 -0.2 -0.5
C -1.12327 -0.13735 0.03246 2.3 0.5 -1.0
C 0.79227 1.47197 -1.52493 0.1 -0.5 1.1
H -2.77889 -1.64574 -1.81728 0.1 0.8 0.4
H -3.29140 -2.79134 -0.60225 1.0 -0.7 0.4
C 0.17746 0.10440 0.38835 -1.7 -0.6 -0.2
H 1.78982 -0.48390 1.65298 -0.1 -0.2 0.2
C 0.97406 1.20703 -0.21622 0.4 -0.2 -0.3
H 2.22891 2.83914 0.45923 0.4 -0.1 -0.5
H 1.70206 1.77991 1.65931 0.4 -0.3 0.1
H 3.01951 1.20127 0.58428 0.1 0.1 0.0
C 2.09810 1.77371 0.63642 -1.2 0.3 0.4
C -2.56304 -2.01121 -0.80930 -1.1 0.3 -1.3
```
Positions in Å, forces in eV/Å.

Results
Kohn-Sham gap ... 0.3136 Ha
Electronic energy ... -311.92808 hartree
Multiplicity ... 1
Relative energy (zero: lowest compared OMol25 entry of this formula, charge and spin) ... 36.60 kcal/mol

=====

# 10
Density functional theory data (the ωB97M-V functional and the def2-TZVPD basis) for the molecule C8H12.

Geometry as XYZ:
```
20
Properties=species:S:1:pos:R:3:forces:R:3
C -1.43497 0.00685 1.21434 -0.7 0.0 0.1
C 1.89243 0.62731 0.23662 0.6 1.3 -0.1
H -1.93776 -0.96685 1.43372 0.3 0.8 0.1
H -0.45580 0.02159 1.71307 -0.5 0.1 0.2
H -1.27515 -1.99993 -0.54838 0.4 -0.1 0.1
C -0.52259 -1.22614 -0.76938 -0.5 -0.2 0.1
H 1.00417 -2.69178 -0.10999 -0.3 0.6 -0.1
H 2.87589 1.04793 0.55189 -0.8 -0.5 -0.1
C 0.99744 1.53980 -0.17137 -0.5 0.2 0.5
H 1.23873 2.60428 -0.03692 0.3 -0.5 -0.2
C 1.78625 -0.81252 0.24936 -0.4 -1.1 -0.4
H 2.63314 -1.35154 0.66331 0.1 0.2 -0.1
H -2.13966 0.10442 -0.85130 0.5 0.1 0.6
H -0.36353 1.42646 -1.76605 -0.1 0.1 -0.5
C 0.80264 -1.60993 -0.21254 0.7 -0.3 0.9
C -0.42069 1.36145 -0.68916 0.6 -0.3 0.7
C -1.17278 0.07447 -0.28646 -0.4 0.5 -0.8
H -0.44468 -1.25563 -1.84704 0.0 0.2 -0.6
H -0.95662 2.25109 -0.33615 -0.2 -0.2 -0.2
H -2.10642 0.84867 1.56241 0.9 -0.9 -0.3
```
Positions in Å, forces in eV/Å.

Results
Kohn-Sham gap ... 0.3436 Ha
Electronic energy ... -311.98640 hartree
Multiplicity ... 1
Relative energy (zero: lowest compared OMol25 entry of this formula, charge and spin) ... 0.00 kcal/mol

=====

| no. | F_max (hartree/bohr) |
| --- | --- |
| 1 | 0.0842 |
| 2 | 0.1364 |
| 3 | 0.1285 |
| 4 | 0.0599 |
| 5 | 0.0724 |
| 6 | 0.1146 |
| 7 | 0.0238 |
| 8 | 0.0880 |
| 9 | 0.0508 |
| 10 | 0.0285 |